[1]
A structure of composition C11H16AlCaCl2F6Li2N3O12S2V at a distorted geometry, computed with ωB97M-V/def2-TZVPD.

XYZ file:
```
57
Properties=species:S:1:pos:R:3:lowdin_spin:R:1
C -0.8510 -0.0770 2.1495 -0.004
C -0.1919 -0.9334 1.6149 -0.001
C 0.9289 -1.8175 1.1154 0.001
C 1.6761 -1.3796 -0.1440 0.000
C 2.1254 0.0941 -0.2089 0.000
S 1.6554 0.7212 -1.8366 0.000
O 2.4805 -0.0307 -2.8647 0.000
O 0.2787 0.4865 -2.0225 0.000
N 2.1210 2.2429 -1.8452 0.000
S 1.5908 3.0261 -3.1543 0.000
O 2.2802 2.4788 -4.2801 0.000
O 0.1973 3.1431 -3.2580 0.000
F 2.1437 4.4848 -3.0178 0.000
H -1.5275 0.6760 2.4907 0.000
H 1.6044 -2.0463 1.9500 0.000
H 0.4486 -2.7757 0.8815 0.000
H 1.1595 -1.6533 -1.0669 0.000
H 2.5946 -1.9764 -0.1516 0.000
H 3.2063 0.2356 -0.0974 0.000
H 1.6464 0.7688 0.5037 0.000
O -3.4755 -2.8077 0.5569 -0.155
V -2.3676 -2.3196 1.6013 1.089
N 0.6891 -2.9616 4.0847 0.000
O -0.0340 -3.4080 3.1376 -0.002
O 1.0687 -1.7501 4.0994 0.000
O 1.0157 -3.7004 4.9804 -0.001
Cl -4.3874 -3.7840 -1.3311 0.073
N -0.1290 -1.0601 6.6861 0.000
H 0.6034 -0.7605 7.3318 0.000
H 0.3039 -1.3104 5.7717 0.000
H -0.6029 -1.8799 7.0696 0.000
H -0.7990 -0.3057 6.5585 0.000
Li -3.6118 -3.9134 -3.4906 0.001
O 4.9588 -3.4718 2.8266 0.000
Cl 3.8562 -4.1027 2.1508 0.000
O 4.0478 -4.0311 0.7201 0.000
O 2.6312 -3.3733 2.4782 0.000
O 3.7175 -5.4602 2.5718 0.000
F -3.4528 4.8265 1.0962 0.000
C -2.9282 5.5087 0.0738 0.000
C -3.3477 6.8051 -0.1585 0.000
C -2.7981 7.5084 -1.2149 0.000
C -1.8474 6.8997 -2.0245 0.000
C -1.4370 5.5957 -1.7841 0.000
C -1.9786 4.8971 -0.7231 0.000
H -4.0951 7.2522 0.4826 0.000
H -3.1118 8.5268 -1.4046 0.000
H -1.4192 7.4541 -2.8601 0.000
H -0.7001 5.1239 -2.4174 0.000
H -1.6692 3.8829 -0.5103 0.000
Li -1.1795 8.4992 -4.2274 0.000
F -2.4494 -9.0286 -4.6690 0.000
Al -1.4725 -7.7258 -5.1493 0.000
F 0.0669 -7.8346 -4.4343 0.000
F -2.2133 -6.2556 -4.6110 0.000
F -1.3386 -7.6678 -6.8426 0.000
Ca 4.3188 0.4642 -3.1828 0.000
```

Kohn-Sham gap (alpha / beta) (eV): 3.1797 / 2.9580
Molar mass (Da): 763.17
Multiplicity: 2
Total charge: +2
HOMO level (alpha / beta) (eV): -11.9 / -11.9

---

[2]
A cluster of 2 separate species, C6H13N2 in total at a distorted geometry, computed with ωB97M-V/def2-TZVPD.

XYZ file:
```
21
Properties=species:S:1:pos:R:3:lowdin_charge:R:1
C -1.3749 0.8053 0.1888 -0.135
C -1.8040 2.0145 0.0849 0.122
C 0.7067 0.6432 -0.8226 -0.019
C 1.4571 -1.3892 0.0330 0.118
C 2.7609 0.5632 0.4565 -0.036
C -2.2779 -1.2510 -0.2956 -0.119
N 1.6528 -0.1056 -0.0622 -0.260
N -1.5611 -0.4421 0.4861 -0.086
H -2.7124 2.1902 0.5094 0.066
H -1.2395 2.7606 -0.3834 0.074
H -0.0805 0.2850 -1.5477 0.101
H 1.1758 1.6767 -0.9822 0.110
H 0.4268 -1.6142 -0.2029 0.068
H 2.2457 -2.0870 0.3870 0.130
H 2.6440 1.6443 0.4679 0.106
H 2.8231 0.3085 1.4995 0.112
H 3.6783 0.4418 -0.0775 0.114
H -2.6055 -2.1254 0.2064 0.093
H -3.2195 -0.7194 -0.7189 0.142
H -1.7234 -1.5871 -1.2367 0.119
H -1.5691 -0.5902 1.4865 0.179
```

Kohn-Sham gap (alpha / beta) (eV): 7.5662 / 7.5676
Molar mass (Da): 113.18
Total charge: +1
Energy above the lowest of the compared OMol25 structures with the same formula, charge and spin (kcal/mol): 132.5
HOMO level (alpha / beta) (eV): -11.7 / -11.7

---

[3]
A structure of composition C11H25CeClI2N3OP2 at a distorted geometry, computed with ωB97M-V/def2-TZVPD.

XYZ file:
```
46
Properties=species:S:1:pos:R:3:lowdin_spin:R:1
I -0.0067 -1.5600 -2.4191 0.298
I -2.4335 2.3727 1.4645 0.012
Ce -0.7273 0.4814 -0.1638 -0.036
P 0.1908 2.1705 -2.2889 0.173
C 1.9255 2.4710 -1.7887 0.030
C 0.2407 1.7811 -4.0615 0.012
H 0.5639 2.6435 -4.6654 0.002
H -0.2595 4.5027 -2.8488 0.007
H -0.7693 1.4630 -4.3596 0.001
H -1.7265 3.6086 -2.2785 0.001
H 2.4875 1.5317 -1.8971 0.000
H 0.9058 0.9193 -4.2154 0.004
C -0.6504 3.7760 -2.1220 0.025
H 2.3922 3.2591 -2.3968 0.007
H -0.5308 4.1427 -1.0926 0.000
H 1.9621 2.7364 -0.7205 0.000
P -2.6602 -1.6472 0.3831 0.197
C -1.8577 -2.5716 1.7426 0.037
C -4.1816 -0.9637 1.1133 0.029
H -3.6172 -2.3741 -1.6771 0.001
H -4.0623 -3.5157 -0.3563 0.003
H -2.4162 -3.5312 -1.1073 0.002
C -3.2545 -2.9024 -0.7845 0.013
H -4.6320 -0.3001 0.3623 0.001
H -4.8841 -1.7587 1.4005 0.008
H -2.5483 -3.3111 2.1737 0.009
H -1.5481 -1.8658 2.5265 0.000
H -3.9165 -0.3301 1.9702 0.000
H -0.9434 -3.0603 1.3746 0.000
Cl -2.7287 0.6980 -1.9328 0.156
C 3.1162 1.5751 3.0164 0.000
N 2.7309 0.3580 2.2766 0.000
C 3.4258 -0.8080 2.4159 0.000
C 3.0416 -1.9348 1.7733 0.000
C 1.8632 -1.8869 1.0101 0.000
N 1.1854 -0.7315 0.9120 0.001
C 1.6615 0.4116 1.4495 0.000
O 1.0685 1.5089 1.1477 0.002
N 1.2895 -2.9356 0.3652 0.001
H 3.3720 2.4085 2.3454 0.000
H 3.9955 1.3227 3.6167 0.000
H 2.3157 1.9123 3.6920 0.000
H 4.3056 -0.7067 3.0580 0.000
H 3.6307 -2.8370 1.8001 0.000
H 1.7933 -3.8130 0.3777 0.000
H 0.8909 -2.7092 -0.5914 0.004
```

Kohn-Sham gap (alpha / beta) (eV): 6.3464 / 4.0396
Molar mass (Da): 706.67
Multiplicity: 2
Total charge: +2
Energy above the lowest of the compared OMol25 structures with the same formula, charge and spin (kcal/mol): 21.5
HOMO level (alpha / beta) (eV): -14.5 / -14.5

---

[4]
A cluster of 2 separate species, C4H4O2S in total at a distorted geometry, computed with ωB97M-V/def2-TZVPD.

XYZ file:
```
11
Properties=species:S:1:pos:R:3:lowdin_charge:R:1
C 0.7748 0.5043 -1.1666 -0.284
C 0.5145 1.7031 -0.5029 -0.307
C 0.0053 -1.5856 1.5814 -0.083
C -1.0768 -0.1408 -0.1825 -0.479
O 0.5617 -2.6138 1.3994 0.026
O -0.0963 -0.4146 -1.1574 -0.084
S -1.0596 1.4727 0.3610 0.916
H 1.7005 0.2663 -1.6803 0.133
H 1.0055 2.6200 -0.7180 0.050
H -0.3116 -1.3203 2.5696 0.051
H -2.0181 -0.4913 -0.5037 0.061
```

Kohn-Sham gap (alpha / beta) (eV): 7.7977 / 7.3505
Molar mass (Da): 116.14
Energy above the lowest of the compared OMol25 structures with the same formula, charge and spin (kcal/mol): 112.7
HOMO level (alpha / beta) (eV): -7.4 / -6.8

---

[5]
The molecule C17H25ClN2O3 at a distorted geometry, computed with ωB97M-V/def2-TZVPD.

XYZ file:
```
48
Properties=species:S:1:pos:R:3:lowdin_charge:R:1
C 0.3004 -1.8794 -1.8889 -0.088
C -0.5509 -1.9892 -0.7603 -0.511
C -0.9080 -3.3792 -0.4288 -0.084
C -1.8261 -1.2629 -1.0760 -0.131
N -1.6878 0.2331 -0.8727 -0.005
C -1.7625 0.8408 0.5080 -0.094
C -0.5465 0.6869 1.3837 -0.221
C -0.6528 0.1698 2.7029 -0.032
C 0.5503 -0.1260 3.4655 -0.482
Cl 0.4763 -0.8633 5.1291 0.628
C 1.7674 0.3455 3.0687 -0.257
C 1.8774 0.8761 1.7693 -0.158
C 0.7747 0.9769 0.8949 0.070
O 3.1249 1.3420 1.3467 -0.050
C 3.8472 2.2001 2.1914 -0.209
C 4.7967 1.3914 3.0137 -0.151
C 4.1573 0.1424 3.5953 -0.143
O 2.7587 0.2786 4.0550 -0.101
C -1.6943 1.1004 -2.0207 -0.416
O -1.6937 2.2762 -1.9076 0.079
C -2.0337 0.5850 -3.4923 -0.094
C -3.5040 0.8135 -3.6517 -0.299
N -3.9454 0.5115 -5.0174 -0.030
H 0.6037 -0.8298 -2.0713 0.104
H -0.1413 -2.2595 -2.7882 0.089
H 1.1210 -2.4694 -1.5901 0.080
H -0.0994 -1.6407 0.2208 0.152
H -0.7904 -3.9738 -1.3175 0.071
H -1.9500 -3.5196 -0.0242 0.096
H -0.1585 -3.7956 0.3315 0.112
H -2.1992 -1.5618 -2.0127 0.103
H -2.6204 -1.6081 -0.3527 0.129
H -1.7022 1.9632 0.4397 0.140
H -2.7010 0.5086 1.0365 0.137
H -1.6872 -0.1186 3.0519 0.123
H 0.8273 1.4223 -0.0364 0.102
H 4.2658 3.0651 1.7098 0.123
H 3.1186 2.6171 2.9141 0.138
H 5.0956 2.1421 3.8851 0.162
H 5.6676 1.0742 2.4609 0.111
H 4.2248 -0.8228 3.0269 0.146
H 4.7219 -0.1016 4.4784 0.111
H -1.5245 1.1837 -4.1636 0.091
H -1.7581 -0.4104 -3.7408 0.087
H -3.8215 1.8362 -3.5357 0.104
H -4.1491 0.3446 -2.8991 0.117
H -3.2005 0.6034 -5.7204 0.067
H -4.7689 1.0810 -5.3108 0.082
```

Kohn-Sham gap (eV): 9.3656
Molar mass (Da): 340.85
Energy above the lowest of the compared OMol25 structures with the same formula, charge and spin (kcal/mol): 84.2
HOMO level (eV): -8.6

---

[6]
The molecule C20H21N3O6S4 at a distorted geometry, computed with ωB97M-V/def2-TZVPD.

XYZ file:
```
54
Properties=species:S:1:pos:R:3:lowdin_charge:R:1
O -0.3446 0.5935 2.6523 0.064
C -0.5624 0.6281 1.4554 -0.438
N -1.1046 1.7025 0.8347 0.089
C -1.1881 2.9741 1.5051 -0.111
C -0.0029 3.8875 1.1111 -0.320
C 0.1665 5.0373 2.1112 -0.121
C 1.0642 4.4137 3.1890 -0.134
C 1.6730 3.1776 2.4966 -0.176
O 1.2235 3.1931 1.1489 -0.129
C -0.2289 -0.5153 0.5529 -0.109
C 0.8482 -1.3084 0.9246 0.021
C 1.3034 -2.3032 0.0681 -0.317
N 2.4898 -3.0013 0.3212 -0.047
S 3.6943 -2.7334 -0.8390 0.610
O 3.3700 -3.4566 -2.0263 -0.273
O 4.9368 -2.9834 -0.1819 -0.285
C 3.4662 -1.0068 -1.1652 -0.613
C 2.8244 -0.4681 -2.2382 -0.141
C 2.5552 0.9058 -2.0645 -0.154
C 2.9754 1.3716 -0.8579 -0.369
S 3.7233 0.1473 0.0851 1.057
C 0.6324 -2.5563 -1.1211 0.033
C -0.4743 -1.7891 -1.4713 -0.272
N -1.1359 -2.0286 -2.6686 -0.047
S -2.7582 -1.6990 -2.9237 0.611
O -3.0631 -2.2905 -4.1862 -0.271
O -2.9961 -0.3046 -2.7192 -0.285
C -3.5618 -2.6162 -1.6464 -0.602
C -3.9820 -3.9093 -1.7240 -0.139
C -4.5400 -4.3591 -0.5099 -0.168
C -4.5226 -3.3984 0.4539 -0.377
S -3.8293 -1.9268 -0.0968 1.075
C -0.8918 -0.7503 -0.6442 -0.026
H -1.1250 1.7164 -0.1728 0.140
H -1.1568 2.7633 2.5759 0.127
H -2.1297 3.4686 1.2545 0.131
H -0.1337 4.2273 0.0783 0.151
H 0.6710 5.8732 1.6271 0.114
H -0.7876 5.3817 2.5028 0.114
H 0.4840 4.1138 4.0597 0.110
H 1.8352 5.1082 3.5157 0.106
H 2.7644 3.1975 2.4686 0.121
H 1.3472 2.2516 2.9838 0.106
H 1.3459 -1.1090 1.8616 0.124
H 2.8646 -2.8579 1.2488 0.118
H 2.5694 -1.0441 -3.1078 0.120
H 2.0648 1.5134 -2.8027 0.108
H 2.8633 2.3561 -0.4493 0.057
H 1.0084 -3.3238 -1.7781 0.119
H -0.8007 -2.8071 -3.2132 0.128
H -3.9022 -4.4914 -2.6231 0.118
H -4.9355 -5.3476 -0.3641 0.107
H -4.8787 -3.4705 1.4623 0.069
H -1.7286 -0.1471 -0.9540 0.077
```

Kohn-Sham gap (eV): 9.1073
Molar mass (Da): 527.67
Energy above the lowest of the compared OMol25 structures with the same formula, charge and spin (kcal/mol): 1.3
HOMO level (eV): -8.8

---

[7]
A structure of composition C13H19ClSiTi at a distorted geometry, computed with ωB97M-V/def2-TZVPD.

XYZ file:
```
35
Properties=species:S:1:pos:R:3:lowdin_spin:R:1
C 0.8034 2.7375 0.0034 0.005
C 1.1713 2.5886 -1.3852 0.012
C 2.1284 1.5306 -1.4786 0.010
H 0.8132 3.2134 -2.1976 0.001
C 2.3287 0.9666 -0.1825 0.017
C 1.5091 1.7133 0.7576 0.010
H 1.5118 1.6066 1.8295 0.001
H 0.1706 3.4996 0.4348 0.000
H 2.6794 1.2557 -2.3729 0.000
H 2.9907 0.1481 0.0857 0.003
Ti 0.0560 0.7911 -0.5312 0.892
Cl -1.9570 1.7615 -0.4760 0.056
C -1.1973 -1.1955 -1.8150 0.000
C 0.1292 -1.7157 -1.5863 -0.004
C 1.0334 -0.9893 -2.4221 -0.003
H 0.3915 -2.5343 -0.9227 0.000
C 0.2764 -0.0228 -3.1689 0.001
C -1.0983 -0.1487 -2.8008 0.005
H -1.9260 0.4318 -3.1910 0.000
H -2.1097 -1.5376 -1.3303 0.000
H 2.1015 -1.1851 -2.4887 0.000
H 0.6641 0.6777 -3.9021 0.000
C -1.0428 -2.5300 1.3616 -0.005
Si -0.7129 -0.6730 1.5637 -0.001
C -2.3321 0.0294 2.2519 0.004
C 0.5446 -0.5578 2.9711 -0.003
H -1.7868 -2.7384 0.5824 0.000
H -1.4251 -2.9262 2.3149 -0.001
H -0.1209 -3.0742 1.1153 0.000
H -2.5865 -0.4998 3.1818 0.000
H -2.2309 1.1010 2.4714 0.000
H -3.1566 -0.0996 1.5374 0.000
H 0.2001 -1.1797 3.8108 -0.001
H 1.5307 -0.9201 2.6503 0.000
H 0.6489 0.4750 3.3280 0.000
```

Kohn-Sham gap (alpha / beta) (eV): 5.8506 / 6.1831
Molar mass (Da): 286.70
Multiplicity: 2
Total charge: -1
Energy above the lowest of the compared OMol25 structures with the same formula, charge and spin (kcal/mol): 0.0
HOMO level (alpha / beta) (eV): -3.0 / -3.3

---

[8]
A cluster of 8 separate species, C33H62BCl14FIN4O2S in total at a distorted geometry, computed with ωB97M-V/def2-TZVPD.

XYZ file:
```
119
Properties=species:S:1:pos:R:3:lowdin_charge:R:1
C 2.6521 -4.1780 1.7415 -0.058
C 1.3130 -3.6385 1.2317 -0.226
N 1.4278 -2.3543 0.5453 -0.119
C 0.3653 -2.1843 -0.4446 -0.133
C -0.0422 -0.7536 -0.8580 -0.296
C 0.8161 -0.5547 -2.1830 -0.128
C 2.3445 -0.6615 -2.1243 -0.230
N 3.0849 0.6352 -2.0689 -0.008
C -1.4591 -0.8773 -1.5015 -0.172
C -2.6621 -1.4682 -0.7606 -0.244
F -2.7747 -2.8532 -0.8578 -0.061
N 0.1502 0.3533 0.2186 -0.215
S -1.4682 1.2142 0.3839 1.088
C 0.9975 1.5471 -0.2253 -0.182
C 0.7999 2.9749 0.3303 -0.221
C 0.2043 4.0008 -0.6726 -0.197
C 0.7658 5.4016 -0.2984 -0.222
C -0.3184 6.4911 -0.3035 -0.329
N -1.2884 6.2296 0.8086 -0.088
C 0.5302 -0.1839 1.5829 -0.307
C -0.6321 -0.9724 2.2625 -0.012
B -1.7190 -0.3131 3.2140 -0.746
O -2.4256 -1.2155 4.0268 0.127
O -2.0554 1.0217 3.3112 0.071
C 1.0356 0.8887 2.5754 -0.197
C 1.4700 0.5968 4.0304 -0.615
C 1.1869 -0.6946 4.8163 -0.164
I 0.5580 2.1730 5.2914 0.907
C 1.6982 -1.2292 1.4630 -0.196
C 3.1354 -0.7158 1.1645 -0.075
C 3.9581 -0.1938 2.3296 -0.231
C 4.3826 1.1367 2.2769 -0.058
C 5.0955 1.7432 3.3018 -0.087
C 5.4155 0.9820 4.4264 -0.068
C 5.0074 -0.3433 4.4873 -0.075
C 4.2890 -0.9404 3.4574 -0.047
H 3.4850 -3.9409 1.0798 0.080
H 2.5855 -5.2378 1.9867 0.082
H 2.8763 -3.6743 2.6912 0.054
H 0.5707 -3.6269 2.0459 0.123
H 0.9434 -4.3534 0.4865 0.121
H -0.4948 -2.7537 -0.0513 0.113
H 0.6581 -2.7836 -1.3109 0.104
H 0.5395 -1.3589 -2.8639 0.108
H 0.4908 0.3339 -2.7413 0.123
H 2.6502 -1.0693 -3.1018 0.116
H 2.7404 -1.3953 -1.4213 0.103
H 4.0195 0.4452 -2.4184 0.082
H 2.6671 1.2147 -2.7930 0.075
H -1.7156 -0.0309 -2.1388 0.114
H -1.3340 -1.6665 -2.2587 0.096
H -3.5380 -1.1191 -1.3273 0.105
H -2.8386 -1.1089 0.2488 0.017
H -1.5265 1.7890 -0.8344 -0.033
H 0.9157 1.7239 -1.2935 0.095
H 2.0340 1.2808 -0.0542 0.082
H 0.2942 3.1453 1.2777 0.098
H 1.8124 3.3697 0.4903 0.121
H -0.8831 4.0443 -0.5794 0.090
H 0.5479 3.7950 -1.6910 0.112
H 1.1958 5.3826 0.7020 0.054
H 1.6043 5.6651 -0.9510 0.119
H 0.1787 7.4331 -0.1084 0.044
H -0.8196 6.5777 -1.2709 0.111
H -1.5832 7.1095 1.2081 0.031
H -0.8598 5.7568 1.5900 -0.002
H -1.2253 -1.5586 1.5452 0.113
H -0.1946 -1.7620 2.8718 0.100
H -3.1631 -1.5579 3.5025 0.052
H -2.9835 1.1097 3.0518 0.099
H 0.2848 1.6793 2.6003 0.038
H 1.8965 1.3899 2.1242 0.095
H 2.5077 0.8676 4.1919 0.029
H 1.9053 -0.7591 5.6368 0.084
H 1.2064 -1.6514 4.2929 0.065
H 0.2162 -0.6304 5.3172 0.048
H 1.8038 -1.7074 2.4374 0.108
H 3.2850 -0.0463 0.3164 0.080
H 3.6777 -1.6191 0.8573 0.119
H 4.1289 1.7335 1.4010 0.115
H 5.3660 2.7905 3.1879 -0.010
H 5.9919 1.4506 5.2157 0.110
H 5.2794 -0.8975 5.3806 0.111
H 3.9771 -1.9772 3.5337 0.103
C -3.2848 -3.1209 -4.6282 -1.085
Cl -4.6007 -1.9763 -4.2910 0.506
Cl -3.7779 -4.3673 -5.7700 0.547
H -2.4479 -2.5735 -5.0481 0.021
H -2.9918 -3.5971 -3.7001 -0.079
C -6.2653 -1.0350 0.5615 -0.985
Cl -4.9524 -0.8532 1.7509 0.599
Cl -7.6471 -0.0301 0.9707 0.557
H -5.8903 -0.7403 -0.4119 0.020
H -6.5721 -2.0742 0.5498 0.037
C 1.5321 8.3972 3.2245 -0.962
Cl 1.0569 8.2572 4.9199 0.521
Cl 0.5599 7.3318 2.1775 0.717
H 1.3842 9.4219 2.9031 0.031
H 2.5779 8.1239 3.1350 -0.015
C 0.3364 -5.3262 -3.9636 -0.971
Cl -0.9369 -4.4435 -3.0926 0.608
Cl 0.1065 -5.2377 -5.7070 0.542
H 1.2950 -4.8864 -3.7129 0.025
H 0.3064 -6.3645 -3.6546 0.033
C 5.8720 5.9731 3.4565 -0.976
Cl 4.1377 5.7314 3.7169 0.530
Cl 6.5989 4.6023 2.6054 0.573
H 6.0152 6.8666 2.8606 0.028
H 6.3576 6.0809 4.4190 0.031
C -7.0947 -3.1789 -7.7713 -1.027
Cl -8.3418 -4.4312 -7.7185 0.524
Cl -6.8219 -2.5978 -9.4165 0.512
H -7.4116 -2.3460 -7.1545 0.024
H -6.1698 -3.5958 -7.3903 -0.019
C -8.1098 -8.1378 -8.5890 -1.039
Cl -8.0155 -8.8881 -10.1849 0.507
Cl -6.5842 -8.2900 -7.7046 0.485
H -8.3386 -7.0852 -8.7116 -0.028
H -8.8905 -8.6279 -8.0191 0.026
```

Kohn-Sham gap (eV): 8.1357
Molar mass (Da): 1232.01
Total charge: +1
HOMO level (eV): -11.1